1.
C28H41HfN7O8SSi4Te as an isolated structure in a non-equilibrium geometry, computed with the ωB97M-V functional and the def2-TZVPD basis.

As for the HOMO energy: -7.6 eV. As for the HOMO-LUMO gap: 6.225 eV. The relative energy (zero: lowest compared OMol25 entry of this formula, charge and spin) comes out at 0.0 kcal/mol. The charge is 0. The LUMO energy comes out at -1.41 eV.

XYZ file:
```
91
Properties=species:S:1:pos:R:3:forces:R:3
Hf 11.155601 12.249288 12.125254 0.3 -0.4 -0.2
N 9.246248 16.305406 13.082288 1.2 -1.6 2.2
C 10.148624 15.357467 12.691089 -0.6 0.2 0.0
S 10.817595 14.241348 13.866679 -0.4 0.1 -0.3
N 10.432883 15.377648 11.392773 0.7 -0.4 0.7
N 11.327545 14.372165 11.110815 0.1 -0.6 -0.9
C 12.076543 14.461239 10.062666 -0.9 0.9 0.5
C 12.919760 13.346232 9.698567 0.4 -1.5 -0.2
C 13.798688 13.422622 8.646821 0.1 1.3 -1.2
C 14.525791 12.315038 8.205604 0.6 0.4 -0.3
C 14.333562 11.130256 8.846616 -1.4 0.4 0.8
C 13.394542 11.098613 9.895487 1.3 -1.8 0.6
N 12.778968 12.149510 10.362032 -1.1 1.8 -0.4
H 8.832318 16.304433 14.036183 0.6 -0.1 -1.5
H 8.847715 16.763831 12.322719 -1.1 1.2 -1.0
H 12.043174 15.371002 9.424510 0.1 -0.7 0.5
H 13.850336 14.379447 8.087719 0.1 -0.7 0.5
H 15.267338 12.359416 7.395529 -0.5 0.3 0.3
H 14.812957 10.241403 8.550901 0.5 -0.9 -0.2
H 13.291535 10.158447 10.500398 -0.2 1.0 -0.8
O 6.723091 10.352254 15.656784 -2.1 0.8 -0.9
C 7.762602 10.210788 16.377913 2.4 -0.4 0.3
O 7.848920 9.836858 17.518178 -0.8 -0.2 0.6
C 9.041364 10.454729 15.662670 1.7 0.9 -1.5
C 10.324117 10.067985 16.049761 -0.4 0.5 -0.6
N 11.199246 10.469577 15.090355 -1.2 0.5 0.1
N 10.563651 11.147390 14.110188 0.7 -0.3 0.6
C 9.282881 11.144394 14.424550 0.0 -0.8 1.0
C 8.387420 11.660659 13.367341 1.6 -0.6 -0.3
O 7.197139 11.485392 13.474431 -1.6 0.6 -0.4
O 9.032851 12.079541 12.334603 -0.2 0.5 -0.1
H 6.882797 10.882881 14.764971 -0.2 -0.8 0.7
H 10.634290 9.568928 16.948541 0.1 -0.1 0.0
H 12.203851 10.510704 15.104721 0.4 -0.2 -0.1
O 11.037523 10.081413 11.474623 -0.1 1.2 0.3
C 10.396127 10.379633 10.408295 -0.2 -0.7 -0.3
O 10.294155 11.556754 10.011037 -0.3 0.6 0.6
C 9.842265 9.228802 9.649675 -0.5 0.8 -0.1
C 8.736155 9.306420 8.793636 0.2 0.6 0.2
C 8.286783 8.191281 8.119536 1.7 -0.7 1.0
C 9.022784 6.994976 8.335572 -0.2 1.1 -0.7
C 10.131544 6.940415 9.114038 0.4 0.9 1.1
C 10.518699 8.068830 9.820775 0.6 -0.9 -0.1
N 8.732813 5.765410 7.605047 -1.4 1.0 0.6
O 7.871165 5.859788 6.760743 -0.1 -0.5 -0.7
O 9.277543 4.766803 7.987457 0.4 -1.0 -0.4
H 8.284820 10.287698 8.668022 -0.1 -0.3 -0.1
H 7.494794 8.266468 7.435554 -0.9 -0.2 -0.7
H 10.710742 6.068409 9.241355 0.3 -1.0 -0.2
H 11.393552 8.072549 10.459628 -0.1 -0.2 0.0
C 17.773322 11.082986 13.342229 -1.4 -0.4 -0.5
Si 16.883801 11.109915 15.006993 0.4 -0.2 0.3
C 18.221982 11.901591 16.085255 1.0 0.3 0.4
C 16.695988 9.254928 15.353019 0.3 -0.5 -0.1
Si 14.854961 12.309646 15.124925 0.5 0.1 0.4
Te 14.039468 11.732380 12.906855 -0.9 -0.1 -0.1
Si 13.862273 11.876066 17.192804 -0.3 -0.5 -0.4
C 15.179713 12.309838 18.390855 0.8 -1.6 0.4
C 12.308676 12.796117 17.620297 -0.6 -0.1 -0.1
C 13.697820 10.002202 17.414347 -0.6 -0.4 -0.6
Si 15.482880 14.536452 14.924494 -0.7 0.1 0.5
C 13.990675 15.573663 14.471622 0.2 0.0 -1.8
C 16.969485 14.760920 13.823813 -0.6 -0.7 -0.5
C 15.915656 15.199713 16.617558 0.9 0.2 0.2
H 18.661454 10.527706 13.596754 0.6 -0.2 -0.1
H 18.035711 12.057639 12.922785 -0.1 -0.3 -0.1
H 17.173499 10.450193 12.630647 0.6 0.8 0.4
H 19.170369 11.307543 16.105050 -0.8 0.1 0.0
H 18.025287 12.207311 17.128755 -0.2 -0.3 -0.4
H 18.526140 12.823738 15.561707 -0.2 -0.1 0.1
H 17.582514 8.741445 14.905137 -0.5 0.4 0.5
H 15.827325 8.799523 14.845300 0.2 0.3 0.3
H 16.652030 9.011420 16.427845 0.0 0.0 -0.4
H 15.756508 13.205852 18.357387 0.0 0.7 -0.1
H 15.896273 11.469633 18.207002 -0.2 0.6 0.4
H 14.781518 12.151398 19.394321 0.1 0.1 0.2
H 12.610715 13.852879 17.589553 -0.5 -0.1 -0.2
H 11.969477 12.585912 18.652807 0.2 0.0 -0.4
H 11.467504 12.546977 16.930118 0.5 0.6 0.5
H 13.537758 9.764451 18.463633 -0.3 0.0 0.2
H 14.632912 9.520694 17.161701 0.4 0.0 -0.1
H 12.946851 9.448218 16.796080 0.4 0.5 0.6
H 13.638647 15.386503 13.424624 0.4 0.2 0.6
H 14.219987 16.644124 14.556743 -0.1 -0.2 0.1
H 13.135392 15.300426 15.058908 -0.3 0.1 0.6
H 17.032309 14.024760 12.981055 -0.1 1.0 0.6
H 17.823330 14.655280 14.461884 0.7 -0.1 0.2
H 16.901231 15.802407 13.538994 0.3 0.2 -0.7
H 15.039333 15.259734 17.257878 -0.1 0.1 0.1
H 16.405775 16.193318 16.562849 -0.4 -0.3 0.0
H 16.638784 14.540177 17.105163 0.0 0.1 0.0
```
Forces are in eV/Å.

2.
A 2-piece molecular cluster, C3H8N3 overall in a non-equilibrium geometry, computed with the ωB97M-V functional and the def2-TZVPD basis.

As for the HOMO energy (alpha / beta): -13.9 / -15.0 eV. As for the HOMO-LUMO gap (alpha / beta): 9.200 / 9.813 eV. The relative energy (zero: lowest compared OMol25 entry of this formula, charge and spin) comes out at 152.3 kcal/mol. The charge is +1. The LUMO energy (alpha / beta) comes out at -4.66 / -5.16 eV.

XYZ file:
```
14
Properties=species:S:1:pos:R:3:forces:R:3
C 0.830658 0.407041 -0.029633 0.7 -4.5 0.2
C -1.569549 -0.372610 0.455512 0.2 1.9 -0.3
C -1.582134 1.095879 0.104814 -1.3 -0.2 0.0
N -0.407033 0.307643 0.041804 1.5 1.6 0.1
N 1.883672 1.090969 -0.273842 0.0 4.0 -0.9
N 1.633035 -1.894037 0.114382 0.1 1.7 -2.7
H -1.637972 -0.640541 1.440439 0.0 -0.7 2.3
H -1.910393 -1.021439 -0.254852 -1.0 -1.7 -1.7
H -1.996532 1.357293 -0.829893 -0.3 0.2 -1.0
H -1.692027 1.848349 0.848577 0.2 0.3 0.7
H 1.848075 2.172279 -0.460879 0.1 -2.5 0.5
H 2.538654 0.577914 -0.835780 0.7 0.1 0.1
H 2.195976 -1.794870 -0.818450 -1.3 -0.4 1.7
H 2.381628 -1.755797 0.773244 0.5 0.2 0.9
```
Forces are in eV/Å.

3.
A 2-piece molecular cluster, C10H12BrN2 overall in a non-equilibrium geometry, computed with the ωB97M-V functional and the def2-TZVPD basis.

As for the HOMO energy (alpha / beta): -13.3 / -11.0 eV. As for the HOMO-LUMO gap (alpha / beta): 8.477 / 4.792 eV. The relative energy (zero: lowest compared OMol25 entry of this formula, charge and spin) comes out at 111.2 kcal/mol. The charge is +1. The LUMO energy (alpha / beta) comes out at -4.86 / -6.23 eV.

XYZ file:
```
25
Properties=species:S:1:pos:R:3:forces:R:3
C -1.695003 2.354658 0.110687 0.9 1.1 -1.8
C -1.807485 1.545417 1.160200 1.2 -2.1 1.9
C -1.064553 2.001501 -1.118778 -1.5 -0.2 0.6
C -1.410470 0.199362 1.014012 0.2 0.7 0.3
C -0.554491 0.742119 -1.236692 0.2 0.6 2.1
C -0.654812 -0.103835 -0.092214 -1.5 -0.2 -1.4
C 2.074060 -0.926980 -0.658669 2.9 2.2 1.0
C 1.698126 1.138045 0.749611 -0.1 0.0 -2.0
C -0.229807 -1.447955 -0.272804 -1.2 -0.8 1.0
C -1.131070 -2.637205 0.046673 0.3 -0.8 -2.8
N 0.996936 -1.681761 -0.740914 -0.8 -2.7 0.3
N 2.191180 0.146916 0.130613 -0.7 -0.6 0.8
Br 4.846429 0.407724 0.173799 0.2 0.0 0.1
H -2.020777 3.321857 0.384925 -0.1 1.3 -0.8
H -1.847827 2.025851 2.134412 -1.2 -0.5 0.1
H -1.122955 2.658054 -1.953220 0.3 0.6 -0.4
H -1.558008 -0.581710 1.747381 0.0 0.3 0.3
H 0.077334 0.427046 -2.019156 0.2 -0.2 -1.2
H 3.071373 -1.285277 -0.958781 -1.0 -0.2 -0.4
H 1.159523 1.956876 0.311610 -0.8 -0.1 -1.2
H 1.834266 1.440978 1.740136 1.3 -0.6 1.9
H -1.266185 -3.203343 -0.997569 0.1 1.0 2.1
H -2.139382 -2.456978 0.456579 0.7 0.4 -0.4
H -0.622800 -3.337675 0.687439 0.2 -0.4 0.4
H 1.176400 -2.703679 -0.799286 0.2 0.9 -0.6
```
Forces are in eV/Å.